# 1
{"formula": "C33H77N11O11", "method": "ωB97M-V with the def2-TZVPD basis set", "total_charge": 0, "de_lowest_kj_mol": 194.7, "gap_ev": 7.92, "elements": ["C", "N", "C", "C", "O", "H", "H", "H", "H", "H", "H", "H", "C", "N", "C", "C", "O", "H", "H", "H", "H", "H", "H", "H", "C", "N", "C", "C", "O", "H", "H", "H", "H", "H", "H", "H", "C", "N", "C", "C", "O", "H", "H", "H", "H", "H", "H", "H", "C", "N", "C", "C", "O", "H", "H", "H", "H", "H", "H", "H", "C", "N", "C", "C", "O", "H", "H", "H", "H", "H", "H", "H", "C", "N", "C", "C", "O", "H", "H", "H", "H", "H", "H", "H", "C", "N", "C", "C", "O", "H", "H", "H", "H", "H", "H", "H", "C", "N", "C", "C", "O", "H", "H", "H", "H", "H", "H", "H", "C", "N", "C", "C", "O", "H", "H", "H", "H", "H", "H", "H", "C", "N", "C", "C", "O", "H", "H", "H", "H", "H", "H", "H"], "xyz": [[-8.15647, 10.23236, -2.41576], [-8.51385, 11.34843, -3.35840], [-8.17755, 12.59498, -3.15733], [-8.31603, 13.52676, -4.30374], [-7.73120, 12.89120, -2.04492], [-9.10004, 9.97236, -1.93602], [-7.42205, 10.45048, -1.64041], [-7.81976, 9.34915, -2.95859], [-9.11156, 11.13339, -4.14364], [-7.42114, 13.53511, -4.92600], [-8.58010, 14.52927, -3.96708], [-9.08121, 13.16547, -4.99081], [-10.16781, 8.61985, -12.38797], [-9.59281, 8.10070, -11.20643], [-9.99825, 8.35983, -9.93977], [-9.16330, 7.58828, -8.93740], [-10.91298, 9.06705, -9.60097], [-9.81699, 8.06645, -13.25904], [-9.95167, 9.68232, -12.49994], [-11.24246, 8.62760, -12.20584], [-8.78478, 7.49651, -11.25272], [-9.65678, 6.68606, -8.57605], [-9.21504, 8.15138, -8.00555], [-8.13620, 7.34613, -9.21040], [-5.46276, 7.07762, -8.92435], [-5.53047, 7.92449, -7.74273], [-5.96591, 7.50923, -6.54882], [-5.89036, 8.54836, -5.47298], [-6.37092, 6.39006, -6.27512], [-6.11861, 7.61308, -9.61082], [-5.62062, 6.01042, -8.76860], [-4.44730, 7.14513, -9.31473], [-5.27202, 8.90075, -7.72794], [-4.87437, 8.94188, -5.50469], [-5.96735, 8.07733, -4.49303], [-6.67622, 9.29352, -5.59645], [-9.04105, 8.64284, 0.95006], [-9.95264, 8.11884, -0.03085], [-11.05423, 8.65319, -0.51495], [-11.95575, 7.82259, -1.43745], [-11.38561, 9.78281, -0.16220], [-9.09629, 9.73056, 0.90617], [-8.04843, 8.23827, 0.75225], [-9.23605, 8.36957, 1.98708], [-9.75692, 7.24116, -0.49073], [-11.72595, 6.77495, -1.24314], [-11.78186, 7.96553, -2.50395], [-12.99923, 7.98747, -1.16900], [-14.26974, 7.69318, -11.53247], [-14.13409, 8.73902, -10.48586], [-15.19369, 9.14121, -9.73356], [-14.95231, 10.19100, -8.62231], [-16.30782, 8.59119, -9.84694], [-13.67647, 8.06449, -12.36808], [-15.30052, 7.69639, -11.88685], [-13.88626, 6.70457, -11.28011], [-13.17847, 8.93716, -10.22579], [-15.57659, 9.96504, -7.75783], [-15.06149, 11.22303, -8.95563], [-13.98775, 9.95728, -8.17165], [-5.39636, 2.79051, -5.92357], [-6.58723, 3.46614, -6.45042], [-7.76701, 2.92309, -6.74886], [-8.92122, 3.78373, -7.10550], [-8.00573, 1.71226, -6.69315], [-4.97170, 3.20523, -5.00937], [-4.56310, 2.90499, -6.61688], [-5.51898, 1.72555, -5.72628], [-6.50564, 4.44440, -6.68799], [-8.78148, 4.55067, -7.86733], [-9.16028, 4.34983, -6.20524], [-9.74118, 3.13189, -7.40694], [-12.44936, 11.91328, -11.66471], [-11.74361, 11.75394, -10.33582], [-11.67421, 12.74362, -9.45948], [-10.71426, 12.49321, -8.31291], [-12.18811, 13.85443, -9.56152], [-12.26040, 12.92842, -12.01383], [-13.49949, 11.62528, -11.71365], [-11.91088, 11.32763, -12.40980], [-11.47633, 10.80580, -10.11289], [-9.77261, 13.04096, -8.34998], [-10.38555, 11.45419, -8.29116], [-11.23353, 12.71097, -7.37961], [-16.59246, 6.97282, -6.81587], [-15.67863, 7.31444, -5.70818], [-16.14574, 8.12396, -4.71489], [-15.21527, 8.28552, -3.52732], [-17.28450, 8.61175, -4.69898], [-16.29017, 6.01093, -7.22999], [-16.40517, 7.73684, -7.57038], [-17.65937, 6.94038, -6.59506], [-14.76223, 6.89938, -5.61850], [-15.23717, 7.36894, -2.93783], [-15.60125, 9.15822, -3.00053], [-14.19890, 8.56076, -3.80899], [-11.95046, 3.54563, -5.32535], [-12.27032, 4.27305, -6.49894], [-12.69060, 5.57232, -6.62537], [-12.87532, 6.10531, -8.03435], [-12.87628, 6.36811, -5.64388], [-12.02920, 4.29955, -4.54208], [-10.94480, 3.12740, -5.36815], [-12.67065, 2.73877, -5.18965], [-12.12574, 3.72594, -7.33552], [-12.15118, 6.87157, -8.31105], [-13.89049, 6.49574, -8.10571], [-12.79294, 5.28456, -8.74687], [-7.25633, 4.66497, -2.96668], [-8.46504, 4.05106, -2.54012], [-9.54798, 4.80641, -2.18690], [-10.81650, 4.05342, -1.73496], [-9.48118, 6.00683, -2.09406], [-7.42959, 5.12691, -3.93864], [-6.44277, 3.95060, -3.09272], [-6.96288, 5.38786, -2.20549], [-8.53527, 3.04461, -2.58722], [-11.28872, 4.45216, -0.83711], [-10.66624, 2.98107, -1.61011], [-11.51114, 4.01308, -2.57397], [-9.29294, 7.33838, -5.03375], [-10.55086, 7.93176, -5.41824], [-10.75450, 9.25424, -5.51783], [-12.09505, 9.65737, -6.06879], [-9.85028, 10.07155, -5.29316], [-8.98374, 7.61902, -4.02690], [-8.51840, 7.69006, -5.71529], [-9.34518, 6.24969, -5.02250], [-11.36948, 7.34095, -5.38814], [-12.84390, 8.86547, -6.08291], [-12.01759, 10.07341, -7.07329], [-12.31188, 10.53357, -5.45775]]}

---

# 2
{"formula": "C27H53N5O4", "method": "ωB97M-V with the def2-TZVPD basis set", "total_charge": 0, "gap_ev": 8.23, "elements": ["C", "O", "C", "C", "C", "N", "C", "C", "C", "C", "N", "C", "C", "O", "C", "C", "C", "N", "C", "C", "O", "O", "H", "H", "H", "H", "H", "H", "H", "H", "H", "H", "H", "H", "H", "H", "H", "H", "H", "H", "H", "H", "H", "H", "H", "C", "C", "N", "C", "C", "C", "C", "H", "H", "H", "H", "H", "H", "H", "H", "H", "H", "H", "H", "H", "H", "H", "C", "C", "N", "C", "C", "C", "C", "H", "H", "H", "H", "H", "H", "H", "H", "H", "H", "H", "H", "H", "H", "H"], "xyz": [[-1.76505, -3.70511, -4.77092], [-1.88509, -2.27302, -4.46304], [-2.61507, -1.62918, -5.57199], [-2.45089, -0.04380, -5.33489], [-0.94827, 0.15716, -4.73809], [0.23586, 0.29119, -4.49243], [-3.48952, 0.33666, -4.12779], [-2.76845, 0.88609, -2.79984], [-3.95616, 1.26529, -1.73410], [-3.42632, 1.40525, -0.22093], [-2.35112, 2.42866, -0.01776], [-0.99191, 1.88331, -0.15998], [-0.43700, 0.51716, 0.46701], [-0.18356, 2.56123, -0.89852], [-2.62807, 0.86498, -6.64877], [-1.75953, 0.28859, -7.91640], [-4.17524, 0.70014, -7.12764], [-5.30138, 0.66011, -7.58535], [-2.17426, 2.39843, -6.48160], [-3.12356, 3.30223, -5.56371], [-2.55454, 3.97288, -4.63685], [-4.53601, 3.45812, -5.69125], [-2.79437, -4.11559, -5.11713], [-1.43673, -4.30983, -3.83964], [-0.96557, -3.91134, -5.58185], [-3.71877, -1.96916, -5.43179], [-2.13626, -2.03174, -6.53072], [-4.08643, -0.60859, -3.80782], [-4.27591, 1.11228, -4.43345], [-2.13573, 0.08665, -2.26630], [-2.16425, 1.85683, -2.97044], [-4.48005, 2.23745, -2.04819], [-4.69841, 0.36858, -1.73413], [-3.16859, 0.36026, 0.21024], [-4.33688, 1.76423, 0.41029], [-2.46262, 3.09590, -0.80891], [0.50406, 0.23525, -0.15146], [-1.16282, -0.37511, 0.31647], [-0.20439, 0.68637, 1.57612], [-1.86665, 1.06215, -8.75840], [-2.21883, -0.70892, -8.29368], [-0.64517, 0.13799, -7.63136], [-1.09206, 2.51288, -6.10460], [-2.17492, 2.86147, -7.54935], [-4.79425, 3.86138, -6.55225], [1.57517, 3.69802, 2.18029], [2.53623, 3.37441, 3.31881], [2.86866, 1.95699, 3.41756], [3.52723, 1.60025, 4.67191], [4.89864, 2.20918, 4.95075], [3.43360, 1.34159, 2.21858], [4.70523, 1.95257, 1.63675], [0.67254, 3.08288, 2.24042], [1.27067, 4.74609, 2.23673], [2.03727, 3.54408, 1.20184], [2.04299, 3.68615, 4.24751], [3.43217, 3.99882, 3.21743], [3.60520, 0.50909, 4.74316], [2.85940, 1.88431, 5.49539], [5.67682, 1.75424, 4.33680], [5.17479, 2.03073, 5.99509], [4.91388, 3.29069, 4.79347], [2.66486, 1.35238, 1.43702], [3.60671, 0.27522, 2.40543], [4.65252, 3.04114, 1.56260], [4.86581, 1.56758, 0.62484], [5.58737, 1.68549, 2.21996], [1.63787, -5.97828, 4.83995], [1.14495, -4.64423, 4.28955], [0.83862, -3.66198, 5.32315], [0.08356, -2.51331, 4.82803], [0.76106, -1.60925, 3.80197], [1.92021, -3.34433, 6.25247], [3.23251, -2.82933, 5.66760], [0.93698, -6.38431, 5.57512], [1.72962, -6.70408, 4.02794], [2.62102, -5.88642, 5.30911], [0.23042, -4.85511, 3.72219], [1.87829, -4.26360, 3.56822], [-0.24291, -1.90081, 5.67616], [-0.84721, -2.88845, 4.38341], [1.53417, -0.98830, 4.25638], [0.02264, -0.92747, 3.36805], [1.20308, -2.17365, 2.97653], [2.14072, -4.24482, 6.83742], [1.55899, -2.62629, 6.99756], [3.57393, -3.42151, 4.81537], [4.01670, -2.87860, 6.42971], [3.15729, -1.78594, 5.35890]]}

---

# 3
{"formula": "C2H9N3Si", "method": "ωB97M-V with the def2-TZVPD basis set", "total_charge": 0, "de_lowest_kj_mol": 174.3, "gap_ev": [8.44, 6.43], "elements": ["C", "C", "N", "N", "N", "Si", "H", "H", "H", "H", "H", "H", "H", "H", "H"], "xyz": [[-2.32802, 0.51532, 2.20001], [-1.03667, 0.34325, 2.26057], [-0.43611, -0.78817, -1.82336], [1.48973, 1.23171, -1.63379], [1.98294, -1.28077, -0.47982], [0.78098, -0.09564, -0.81909], [-2.97246, 0.70056, 3.06718], [-2.86843, 0.47521, 1.26468], [-0.42012, 0.37507, 3.14455], [-0.64256, -1.76094, -1.65950], [-1.30080, -0.27923, -1.93402], [0.92779, 1.77914, -2.26708], [2.17353, 1.80273, -1.16796], [1.73514, -2.05345, 0.11595], [2.91505, -0.96477, -0.26832]]}